No. 1
{"formula": "C3H10N6", "method": "ωB97M-V/def2-TZVPD", "elements": ["H", "N", "C", "N", "C", "N", "H", "N", "N", "N", "C", "H", "H", "H", "H", "H", "H", "H", "H"], "xyz": [[1.96129, 0.10716, -2.88764], [1.23016, 0.31334, -2.19928], [1.43670, -0.45963, -1.17718], [2.50771, -1.30802, -1.11799], [0.46651, -0.43760, 0.03522], [0.87771, -1.15768, 1.04864], [0.11506, -1.05715, 1.73555], [-0.72269, 0.30971, 0.02388], [-1.32166, 0.59435, -1.20270], [-1.66758, 0.01878, 1.01700], [-1.54774, 1.01391, 2.08391], [2.58812, -1.68534, -0.16737], [3.38310, -0.90403, -1.42426], [-0.58181, 0.97388, -1.81879], [-1.55509, -0.28831, -1.66187], [-2.57819, 0.16088, 0.57538], [-1.42253, 2.03165, 1.69888], [-2.45882, 0.99772, 2.69136], [-0.71023, 0.77638, 2.74724]], "forces_ev_per_a": [[-0.22, 0.29, 0.02], [0.28, -0.81, 0.85], [-1.08, 1.86, -1.16], [0.06, -0.51, 1.68], [0.90, -1.76, 0.99], [-1.36, 1.64, -1.16], [0.47, -0.51, 0.07], [1.75, -0.49, -0.84], [-0.11, 0.34, -1.21], [-0.23, 0.27, 0.62], [-0.29, 0.23, 0.52], [0.04, -0.06, -0.42], [-0.20, -0.05, -0.18], [-0.46, 0.03, 0.51], [-0.11, -0.06, 0.05], [0.44, -0.20, -0.04], [0.06, -0.11, -0.05], [0.12, -0.13, -0.07], [-0.05, 0.05, -0.17]], "gap_ha": 0.343, "total_charge": 0, "e_above_lowest_kj_mol": 46.66, "smiles": "[H]/N=C(N)/C(=N/[H])N(N)NC"}



No. 2
{"formula": "C20H27N7ORuS", "method": "ωB97M-V/def2-TZVPD", "elements": ["Ru", "N", "C", "S", "N", "N", "C", "C", "C", "C", "C", "C", "C", "O", "H", "H", "H", "H", "H", "H", "H", "C", "N", "C", "C", "C", "N", "C", "C", "H", "H", "H", "H", "H", "H", "H", "H", "H", "H", "H", "H", "H", "H", "H", "H", "N", "C", "C", "C", "C", "C", "N", "C", "H", "H", "H", "H"], "xyz": [[0.39410, 0.01425, 0.26486], [1.07758, 1.20166, 4.15821], [0.51791, 1.21173, 2.92374], [1.55426, 1.57786, 1.53503], [-0.71527, 0.83577, 2.76986], [-1.05440, 1.02492, 1.36654], [-1.83200, 2.04550, 1.29359], [-2.45779, 2.71429, 0.16025], [-3.47919, 3.63518, 0.45481], [-4.11881, 4.33434, -0.55417], [-3.75181, 4.15047, -1.88099], [-2.73212, 3.25533, -2.20981], [-2.14737, 2.59081, -1.17102], [-1.07384, 0.00069, -1.61586], [1.98277, 1.62605, 4.26746], [0.45585, 1.23256, 4.95097], [-2.12517, 2.44842, 2.25987], [-3.76605, 3.79335, 1.48766], [-4.90473, 5.03317, -0.30449], [-4.25095, 4.70698, -2.66353], [-2.42667, 3.10587, -3.23787], [2.77753, -1.11618, -1.66738], [1.42217, -1.57840, -1.25926], [1.55027, -2.90510, -0.61211], [0.58883, -1.84773, -2.45538], [0.27500, -0.70677, -3.40114], [-0.42452, 0.44219, -2.81978], [0.47740, 1.49794, -2.38973], [-2.43250, -0.36303, -1.87409], [3.53436, -1.60904, -1.06067], [2.88647, -0.04109, -1.54109], [2.98221, -1.36385, -2.71294], [1.88184, -3.65293, -1.33999], [0.58476, -3.21668, -0.21442], [2.27666, -2.87787, 0.19163], [-0.33954, -2.29806, -2.10264], [1.09704, -2.61261, -3.05652], [-0.34255, -1.13522, -4.19453], [1.17582, -0.32938, -3.88718], [-0.07438, 2.39823, -2.13613], [1.17668, 1.72239, -3.19337], [1.07172, 1.17629, -1.51123], [-2.92704, 0.42344, -2.43714], [-2.90370, -0.48757, -0.90072], [-2.47321, -1.30264, -2.43022], [5.19980, -2.66341, 3.46819], [4.07620, -2.54277, 3.26891], [2.67306, -2.40062, 3.00148], [1.73087, -3.22453, 3.60380], [0.39785, -3.02639, 3.28962], [0.05804, -2.03297, 2.39262], [0.97020, -1.25134, 1.79388], [2.25607, -1.42335, 2.10673], [2.03987, -3.99249, 4.29914], [-0.38011, -3.62633, 3.73801], [-0.97261, -1.82097, 2.14647], [2.96310, -0.75035, 1.64209]], "forces_ev_per_a": [[-1.04, -0.50, -0.50], [0.00, 0.09, 0.06], [-0.15, -0.15, -0.07], [0.25, -0.10, 0.12], [0.44, 0.32, -0.26], [0.65, 0.52, 0.92], [-0.41, -0.51, -0.20], [0.00, 0.03, -0.03], [0.00, -0.01, -0.02], [0.00, 0.00, 0.00], [-0.02, 0.02, -0.02], [0.00, 0.00, 0.04], [0.01, 0.03, 0.00], [0.07, 0.17, -0.05], [-0.01, -0.03, 0.00], [0.00, 0.01, 0.00], [-0.04, -0.02, 0.00], [0.01, -0.01, 0.02], [0.00, 0.01, 0.00], [0.00, 0.00, -0.01], [0.00, 0.00, -0.02], [0.02, 0.02, -0.11], [0.48, 0.15, 0.30], [0.00, -0.04, -0.09], [-0.09, -0.02, 0.02], [0.08, 0.00, -0.07], [-0.06, 0.05, 0.08], [0.06, -0.09, 0.02], [0.04, -0.10, 0.02], [-0.01, 0.07, 0.07], [-0.03, -0.01, -0.05], [0.02, -0.08, 0.03], [0.02, 0.01, 0.01], [0.01, 0.00, 0.00], [-0.01, 0.02, 0.01], [0.00, 0.03, -0.01], [0.00, 0.00, 0.01], [-0.01, 0.01, 0.01], [0.00, -0.03, 0.01], [0.01, -0.03, 0.01], [-0.04, -0.01, -0.01], [0.07, 0.21, -0.02], [0.00, 0.00, 0.00], [0.01, 0.01, 0.00], [-0.01, 0.01, 0.01], [0.06, 0.01, 0.01], [-0.02, -0.02, 0.01], [0.01, 0.01, 0.02], [-0.01, 0.02, -0.03], [-0.04, 0.03, 0.02], [0.00, 0.12, 0.00], [-0.26, -0.29, -0.25], [-0.06, 0.18, 0.04], [0.00, 0.00, 0.01], [0.00, -0.01, 0.01], [-0.02, -0.05, -0.02], [0.00, -0.05, -0.03]], "gap_ha": [0.273, 0.274], "total_charge": 1, "e_above_lowest_kj_mol": 475.03, "s2": 0.761, "spin_multiplicity": 2}



No. 3
{"formula": "C9H14", "method": "ωB97M-V/def2-TZVPD", "elements": ["C", "C", "C", "C", "C", "C", "C", "H", "H", "H", "H", "H", "H", "H", "H", "C", "C", "H", "H", "H", "H", "H", "H"], "xyz": [[0.99588, -2.59768, 1.28972], [-2.11480, -0.52137, 1.41285], [-2.34045, -0.42842, 0.03482], [-1.06473, -1.34563, 1.93993], [-0.27242, -1.97009, 0.99145], [-1.55016, -1.19689, -0.78677], [-0.44775, -1.87904, -0.37169], [-2.80987, -0.10390, 2.12588], [-3.29215, -0.07382, -0.31327], [-0.78791, -1.47784, 3.01591], [-1.72498, -1.16704, -1.93997], [1.13777, -3.56601, 1.94836], [1.49324, -1.95320, 1.98249], [0.12637, -2.28950, -1.15074], [1.60565, -2.74733, 0.41539], [1.83709, 2.44653, -1.13846], [0.86018, 3.47899, -1.43391], [1.58534, 1.57056, -0.53864], [2.02861, 1.89847, -2.03016], [2.94128, 2.60394, -0.68999], [-0.09680, 3.03147, -1.73087], [1.14345, 4.01293, -2.45125], [0.74716, 4.27486, -0.58108]], "forces_ev_per_a": [[2.03, -2.73, 2.97], [0.86, -1.15, 1.09], [-0.55, -1.38, 1.28], [-0.92, 1.16, -0.94], [0.83, -0.98, 0.04], [-0.55, 1.17, -3.77], [-2.27, 1.10, 0.27], [-0.05, 0.40, -0.03], [-0.11, 0.71, -0.20], [-0.59, 0.27, -1.11], [0.06, 0.01, 2.08], [-1.16, 1.33, -1.43], [0.98, 0.87, 0.23], [1.12, -0.84, -0.23], [0.28, 0.03, -0.27], [4.00, -2.56, 1.49], [-0.67, 3.54, -0.89], [-0.97, 0.46, 0.60], [0.46, -0.30, -1.22], [-2.44, 0.74, -1.07], [-0.01, 0.08, 0.66], [-0.26, -0.54, 2.16], [-0.10, -1.42, -1.71]], "gap_ha": [0.095, 0.340], "total_charge": -1, "e_above_lowest_kj_mol": 191.42, "s2": 0.751, "spin_multiplicity": 2}